DFT (ωB97M-V with the def2-TZVPD basis set) results for an isolated molecule of C5H9O2P.

Structure (XYZ):
```
17
Properties=species:S:1:pos:R:3:lowdin_charge:R:1
C 0.53 -1.49 -0.74 0.060
C 0.47 -0.20 -0.36 -0.319
C 1.78 0.74 0.30 -0.388
P 3.47 -0.05 0.14 0.790
O -0.66 0.53 -0.39 0.023
C -1.75 0.00 0.20 -0.490
C -2.91 1.04 0.11 0.045
O -1.77 -1.08 0.72 0.114
H -0.38 -2.02 -0.80 0.057
H 1.44 -2.03 -0.64 0.037
H 1.57 1.70 -0.21 0.057
H 1.61 0.88 1.37 0.045
H 2.81 -0.78 -0.81 -0.146
H 3.19 -0.95 1.11 -0.131
H -2.48 1.97 0.40 0.070
H -3.81 0.70 0.59 0.080
H -3.09 1.03 -0.98 0.097
```

Calculated values
E_LUMO in eV: 0.81
HOMO in eV: -9.54
Spin multiplicity: 1
SMILES: C=C(CP)OC(C)=O
Net charge: 0
Frontier orbital gap in Ha: 0.38014
Energy in eV: -18712.384


DFT (ωB97M-V with the def2-TZVPD basis set) results for a structure of composition C3H9PSi.

Structure (XYZ):
```
14
Properties=species:S:1:pos:R:3:lowdin_charge:R:1
C -0.14 -0.12 -0.07 -0.112
C 0.64 -1.46 -1.93 -0.075
C -0.61 -0.69 -1.30 -0.332
Si -0.89 1.86 2.78 0.076
P -1.76 0.22 1.76 0.390
H 0.90 0.33 0.06 0.061
H 1.20 -0.73 -2.58 0.096
H 0.28 -2.14 -2.64 0.044
H 1.22 -2.02 -1.29 0.040
H -1.43 -1.38 -1.11 0.101
H -1.12 0.04 -1.85 0.099
H -0.02 2.16 1.59 -0.143
H -0.20 1.78 4.08 -0.144
H -1.88 3.01 3.16 -0.100
```

Calculated values
E_LUMO (spin up / spin down) in eV: -1.48 / -1.48
HOMO (spin up / spin down) in eV: -7.51 / -7.51
Spin multiplicity: 1
Net charge: 0
Frontier orbital gap (spin up / spin down) in Ha: 0.22168 / 0.22188
Energy in eV: -20416.800


DFT (ωB97M-V with the def2-TZVPD basis set) results for an isolated molecule of C3H8O4.

Structure (XYZ):
```
15
Properties=species:S:1:pos:R:3:lowdin_charge:R:1
C 0.77 1.42 -0.53 -0.026
C 0.35 -0.02 -0.29 -0.486
C 0.35 -0.35 1.20 -0.013
O 1.30 -0.87 -0.86 0.004
O -0.98 -0.11 -1.32 -0.056
O -1.79 0.02 -0.22 -0.174
O -2.49 -1.37 -0.07 0.000
H 0.09 2.11 -0.04 0.092
H 1.80 1.59 -0.22 0.095
H 0.75 1.63 -1.61 0.091
H -0.32 0.31 1.77 0.092
H 0.08 -1.39 1.38 0.089
H 1.34 -0.20 1.64 0.104
H 0.97 -1.21 -1.70 0.122
H -2.23 -1.55 0.85 0.065
```

Calculated values
E_LUMO in eV: 0.73
HOMO in eV: -10.01
Spin multiplicity: 1
SMILES: CC(C)(O)OOO
Net charge: 0
Frontier orbital gap in Ha: 0.39485
Energy in eV: -11423.964


DFT (ωB97M-V with the def2-TZVPD basis set) results for an isolated molecule of C7H10.

Structure (XYZ):
```
17
Properties=species:S:1:pos:R:3:lowdin_charge:R:1
C -1.13 1.18 0.67 -0.091
C -0.25 -0.03 0.85 -0.179
C -1.01 -0.88 -1.64 0.012
C -0.02 -1.07 -0.71 -0.299
C 1.35 -0.38 -0.79 -0.115
C 1.26 0.14 0.63 -0.382
C 1.98 0.59 1.60 0.180
H -2.19 0.91 0.62 0.077
H -0.99 1.85 1.53 0.078
H -0.87 1.73 -0.24 0.082
H -0.56 -0.67 1.68 0.121
H -1.88 -1.54 -1.71 0.058
H -1.02 0.00 -2.29 0.063
H 0.01 -2.05 -0.24 0.126
H 1.35 0.43 -1.53 0.117
H 2.19 -1.04 -1.02 0.113
H 1.84 0.85 2.64 0.039
```

Calculated values
E_LUMO (spin up / spin down) in eV: 0.10 / 0.05
HOMO (spin up / spin down) in eV: -8.31 / -7.29
Spin multiplicity: 1
Net charge: 0
Frontier orbital gap (spin up / spin down) in Ha: 0.30887 / 0.26971
Energy in eV: -7415.292


DFT (ωB97M-V with the def2-TZVPD basis set) results for a cluster of 3 separate species, C4H6O4 in total.

Structure (XYZ):
```
14
Properties=species:S:1:pos:R:3:lowdin_charge:R:1
C 0.30 0.77 -0.34 -0.231
C -1.26 0.17 1.25 -0.389
C 0.46 -0.51 0.13 -0.077
C 0.85 -1.63 0.65 0.112
O -2.42 0.34 0.60 0.098
O -0.58 1.01 -1.35 0.041
O 1.98 0.23 -1.18 -0.236
O -1.18 0.04 2.43 0.104
H -2.23 0.48 -0.34 0.090
H -0.41 1.89 -1.71 0.139
H 1.75 -0.16 -2.03 0.003
H 0.72 1.60 0.21 0.167
H 1.75 -2.10 0.28 0.091
H 0.26 -2.13 1.41 0.090
```

Calculated values
E_LUMO in eV: 0.00
HOMO in eV: -8.00
Spin multiplicity: 1
Net charge: 0
Frontier orbital gap in Ha: 0.29417
Energy in eV: -12429.584


DFT (ωB97M-V with the def2-TZVPD basis set) results for the ion C4H6N3 with charge +1.

Structure (XYZ):
```
13
Properties=species:S:1:pos:R:3:lowdin_charge:R:1
C 0.30 -3.43 -1.61 0.262
C -0.23 -2.71 -0.79 -0.026
C -0.82 -1.67 -0.12 0.072
N -0.80 -0.75 0.55 0.175
N -0.98 0.46 0.94 -0.040
N -0.53 1.51 0.29 -0.105
C 0.84 1.91 0.41 -0.082
H 0.56 -4.02 -2.43 0.064
H -1.10 0.59 2.04 0.257
H -0.93 1.78 -0.59 0.142
H 1.23 2.11 1.34 0.046
H 1.51 1.18 -0.10 0.097
H 0.94 3.02 0.06 0.137
```

Calculated values
E_LUMO in eV: -5.16
HOMO in eV: -13.88
Spin multiplicity: 1
SMILES: C#CC#[N+]NNC
Net charge: +1
Frontier orbital gap in Ha: 0.32057
Energy in eV: -8702.076


DFT (ωB97M-V with the def2-TZVPD basis set) results for an isolated molecule of C5H9NO3.

Structure (XYZ):
```
18
Properties=species:S:1:pos:R:3:lowdin_charge:R:1
C -0.97 0.01 -1.91 -0.015
N -0.80 0.16 -0.47 -0.074
C -1.45 -0.76 0.29 -0.463
O -2.30 -1.53 -0.12 0.085
O -1.32 -0.71 1.81 0.011
C 0.35 0.88 -0.02 -0.211
C 1.17 0.87 1.25 -0.044
C 1.56 -0.01 0.10 -0.323
O 1.21 -1.36 0.19 -0.051
H -1.03 -1.02 -2.26 0.100
H -1.90 0.51 -2.21 0.103
H -0.06 0.35 -2.41 0.098
H -0.99 0.18 2.01 0.056
H 0.50 1.82 -0.57 0.152
H 1.79 1.74 1.46 0.115
H 0.92 0.32 2.16 0.104
H 2.45 0.23 -0.49 0.147
H 0.88 -1.66 1.21 0.210
```

Calculated values
E_LUMO in eV: 0.66
HOMO in eV: -9.26
Spin multiplicity: 1
SMILES: CN(C(=O)O)[C@H]1C[C@H]1O
Net charge: 0
Frontier orbital gap in Ha: 0.36457
Energy in eV: -12961.388


What did the sixth record say?
DFT (ωB97M-V with the def2-TZVPD basis set) results for the ion C4H6N3 with charge +1.

Structure (XYZ):
```
13
Properties=species:S:1:pos:R:3:lowdin_charge:R:1
C 0.30 -3.43 -1.61 0.262
C -0.23 -2.71 -0.79 -0.026
C -0.82 -1.67 -0.12 0.072
N -0.80 -0.75 0.55 0.175
N -0.98 0.46 0.94 -0.040
N -0.53 1.51 0.29 -0.105
C 0.84 1.91 0.41 -0.082
H 0.56 -4.02 -2.43 0.064
H -1.10 0.59 2.04 0.257
H -0.93 1.78 -0.59 0.142
H 1.23 2.11 1.34 0.046
H 1.51 1.18 -0.10 0.097
H 0.94 3.02 0.06 0.137
```

Calculated values
E_LUMO in eV: -5.16
HOMO in eV: -13.88
Spin multiplicity: 1
SMILES: C#CC#[N+]NNC
Net charge: +1
Frontier orbital gap in Ha: 0.32057
Energy in eV: -8702.076


> Which value of spin multiplicity does entry 7 give?

1


> energy of number 1 (C5H9O2P)?

-18712.384 eV